# 1
78
Properties=species:S:1:pos:R:3:mulliken_charge:R:1 method="wB97M-V/def2-TZVPD" charge=+2
Ca -0.26059 -0.27890 -0.16052 2.62
C -2.22189 -2.55428 2.44644 -1.89
P -2.35991 -1.27210 1.14938 1.34
C -3.76301 -0.26981 1.81008 -1.37
C -3.14547 -2.11927 -0.28272 0.55
C -3.78435 -3.34764 -0.11303 -0.50
C -4.44027 -3.96312 -1.16697 -0.86
C -4.47906 -3.35208 -2.41041 -0.92
C -3.84195 -2.13688 -2.59967 -0.72
C -3.16318 -1.51155 -1.55480 0.03
P -2.33872 0.10840 -1.82692 0.97
C -1.97086 0.18122 -3.61730 -1.57
C -3.78258 1.23746 -1.71916 -1.30
H -3.19204 -2.97940 2.69729 0.53
H -1.82256 -2.06364 3.33491 0.46
H -1.53379 -3.34483 2.14831 0.41
H -4.70367 -0.63084 1.39820 0.39
H -3.64792 0.78671 1.57130 0.26
H -3.78868 -0.37022 2.89481 0.51
H -3.78357 -3.83839 0.85032 0.34
H -4.92765 -4.91680 -1.01401 0.44
H -5.00847 -3.81874 -3.23039 0.44
H -3.88214 -1.67294 -3.57655 0.33
H -2.86258 0.08759 -4.23396 0.52
H -1.24712 -0.58592 -3.89273 0.31
H -1.52297 1.15773 -3.80879 0.45
H -4.53713 0.93626 -2.44527 0.47
H -3.47332 2.26279 -1.92574 0.47
H -4.21700 1.18839 -0.72192 0.30
O 0.63785 1.41401 0.32519 -0.73
S 1.67713 2.52868 0.21575 0.18
C 0.71974 4.00494 -0.15233 0.56
C -0.63320 3.90730 -0.42573 -0.10
C -1.34787 5.06655 -0.69284 -0.63
C -0.70224 6.29401 -0.69717 -0.56
C 0.66071 6.37371 -0.43824 -0.66
C 1.38257 5.22368 -0.16669 -0.59
C 2.10160 2.92161 1.91132 0.41
C 1.10117 3.21125 2.83021 -0.27
C 1.46017 3.52694 4.12797 -0.76
C 2.80274 3.55678 4.49333 -0.43
C 3.79105 3.25275 3.56942 -0.62
C 3.44216 2.92855 2.26576 -0.35
H -1.11758 2.93882 -0.41642 0.24
H -2.40990 5.01676 -0.89316 0.44
H -1.26162 7.19583 -0.90641 0.41
H 1.16021 7.33265 -0.44276 0.42
H 2.44510 5.27401 0.04199 0.44
H 0.06201 3.19988 2.52388 0.43
H 0.69527 3.76449 4.85508 0.43
H 3.07728 3.82804 5.50393 0.42
H 4.83139 3.26727 3.86452 0.43
H 4.20281 2.69721 1.52912 0.44
C 5.41890 -1.89176 -0.32399 -1.18
C 4.45066 -2.42910 -1.35850 -0.26
O 3.07702 -2.42209 -0.87772 -0.38
P 2.26633 -1.05936 -0.66010 -0.07
O 0.95219 -1.26805 -1.66210 -0.56
C 0.51969 -2.62252 -2.01227 0.35
C 1.12962 -3.07709 -3.32150 -1.49
O 1.39133 -1.51325 0.68414 -0.21
C 2.08124 -1.85876 1.91580 -0.45
C 2.19121 -3.36169 2.08187 -1.05
H 6.43865 -2.00558 -0.68928 0.42
H 5.32963 -2.44273 0.61310 0.28
H 5.23727 -0.83188 -0.13505 0.31
H 4.66127 -3.47344 -1.57719 0.36
H 4.52074 -1.85999 -2.28733 0.34
H -0.57034 -2.59755 -2.09847 0.25
H 0.78634 -3.30766 -1.20815 0.15
H 0.97307 -2.33115 -4.10073 0.31
H 0.65742 -4.00887 -3.63142 0.45
H 2.19781 -3.25422 -3.21607 0.26
H 1.49558 -1.42564 2.72542 0.40
H 3.06962 -1.39182 1.92558 0.33
H 1.21025 -3.82805 1.98246 0.20
H 2.58260 -3.59519 3.07153 0.47
H 2.85578 -3.78747 1.33404 0.20

---

# 2
100
Properties=species:S:1:pos:R:3:mulliken_charge:R:1 method="wB97M-V/def2-TZVPD" charge=-1 e_above_lowest_kcal_mol=29.0
O 0.67739 -3.24556 0.64222 -0.25
O 0.67291 -2.43949 -0.38511 -0.35
C -0.63680 -1.79300 -0.57673 0.43
Ga -2.27512 -2.98096 -0.15641 0.07
I -4.11854 -1.48615 1.03704 -0.48
H 1.33025 -2.84610 1.31803 0.26
H -0.66579 -0.77658 0.03384 -0.37
H -0.70742 -1.51562 -1.73531 0.12
H -2.93842 -3.45047 -1.56816 -0.20
H -1.99616 -4.19639 0.84359 -0.20
C -0.57512 2.25096 2.05578 -0.34
C -0.23434 3.58674 1.47909 -0.39
O 0.14492 3.28054 0.15073 -0.30
C -0.45111 2.09468 -0.16887 0.60
O -0.47779 1.61769 -1.29112 -0.53
O -1.01386 1.51321 0.93053 -0.19
H -1.36380 2.31223 2.81067 0.31
H 0.29543 1.74856 2.49030 0.28
H -1.09511 4.26331 1.45417 0.26
H 0.58541 4.07407 2.01404 0.31
C 0.37582 -5.56353 -3.58155 -0.26
C 0.43063 -6.13955 -2.20381 -0.10
O -0.85947 -6.69463 -2.03160 -0.28
C -1.35425 -6.94353 -3.27936 0.64
O -2.37262 -7.57652 -3.50281 -0.57
O -0.56052 -6.39278 -4.24380 -0.33
H 1.34593 -5.59524 -4.08506 0.29
H 0.00384 -4.53365 -3.58983 0.24
H 1.17431 -6.93839 -2.11389 0.25
H 0.63095 -5.38018 -1.44296 0.14
C -9.14968 0.90803 1.91905 -0.31
C -8.15735 -0.14182 2.30127 -0.34
O -6.91930 0.53967 2.23113 -0.19
C -7.18849 1.86887 2.38743 0.60
O -6.33912 2.72934 2.54823 -0.57
O -8.53149 2.10906 2.34131 -0.33
H -10.11310 0.77173 2.41792 0.28
H -9.31245 0.95565 0.83724 0.27
H -8.30453 -0.50359 3.32438 0.26
H -8.16987 -0.99493 1.61738 0.32
C -3.21874 2.56691 -4.45112 0.13
C -3.16394 1.99088 -3.07337 0.01
O -4.45404 1.43580 -2.90117 -0.25
C -4.94881 1.18690 -4.14893 0.61
O -5.96719 0.55392 -4.37237 -0.60
O -4.15508 1.73766 -5.11336 -0.37
H -2.24863 2.53520 -4.95462 0.35
H -3.59073 3.59678 -4.45939 -0.10
H -2.42025 1.19205 -2.98345 0.22
H -2.96362 2.75026 -2.31253 0.06
C -6.24919 7.01380 -3.66025 -0.38
C -6.53489 5.55108 -3.76906 -0.38
O -5.25031 4.96230 -3.69614 -0.28
C -4.44201 5.85210 -3.04917 0.57
O -3.31217 5.60209 -2.66363 -0.45
O -5.06320 7.05709 -2.88921 -0.33
H -7.05534 7.55964 -3.16244 0.31
H -6.05482 7.47556 -4.63394 0.25
H -7.14167 5.18049 -2.93612 0.27
H -7.02743 5.29220 -4.71035 0.33
C 2.52264 -5.21090 3.23079 -0.33
C 2.73499 -5.50752 4.67990 -0.35
O 3.64105 -4.50058 5.08882 -0.33
C 3.49820 -3.46012 4.21664 0.68
O 4.00210 -2.35982 4.36869 -0.59
O 2.71749 -3.81126 3.15332 -0.17
H 1.51855 -5.48178 2.89306 0.29
H 3.25959 -5.70636 2.59007 0.27
H 1.81415 -5.41371 5.26519 0.29
H 3.16020 -6.50160 4.84321 0.30
C 6.90124 -3.14007 3.92878 -0.01
C 7.83266 -2.16309 4.56985 -0.19
O 8.51500 -2.94629 5.53064 -0.35
C 8.44441 -4.24264 5.10855 0.66
O 9.06914 -5.16415 5.60675 -0.59
O 7.58474 -4.37278 4.05617 -0.37
H 6.71351 -2.90781 2.87690 0.44
H 5.94316 -3.21119 4.45423 -0.12
H 8.56274 -1.75555 3.86261 0.09
H 7.30237 -1.33580 5.04949 0.33
C 8.50188 -3.98491 0.03919 -0.31
C 9.85103 -4.24650 0.62601 -0.28
O 10.31471 -2.95340 0.96511 -0.32
C 9.21158 -2.16456 1.12156 0.67
O 9.23254 -1.03406 1.57896 -0.58
O 8.08254 -2.80603 0.70052 -0.30
H 7.80121 -4.80360 0.22473 0.29
H 8.54472 -3.78999 -1.03750 0.29
H 9.80062 -4.85406 1.53575 0.24
H 10.52813 -4.72725 -0.08537 0.30
C -0.77736 8.08136 -2.83528 -0.03
C -0.56501 7.78474 -1.38618 -0.14
O 0.34105 8.79168 -0.97725 -0.32
C 0.19820 9.83214 -1.84943 0.63
O 0.70210 10.93244 -1.69738 -0.56
O -0.58251 9.48100 -2.91276 -0.33
H -1.78145 7.81048 -3.17301 0.04
H -0.04041 7.58590 -3.47600 0.26
H -1.48585 7.87855 -0.80088 0.20
H -0.13980 6.79066 -1.22286 0.24

---

# 3
86
Properties=species:S:1:pos:R:3:mulliken_spin:R:1 method="wB97M-V/def2-TZVPD" charge=-1 s_squared=0.87 multiplicity=2
Cr -0.44356 -0.19125 1.05115 1.19
C 3.72998 2.92873 1.04638 0.00
C 2.48420 3.70709 0.61413 0.00
C 1.56542 3.83654 1.82362 0.02
C 2.85659 5.11903 0.13911 0.00
N 1.88645 2.99149 -0.54610 0.01
C 2.62242 2.89945 -1.71745 0.00
C 1.90991 2.18081 -2.59402 0.00
N 0.73329 1.80610 -1.99498 0.00
B -0.21298 0.84464 -2.76752 -0.03
N 0.22070 -0.64366 -2.73599 -0.01
C -0.45851 -1.51745 -3.55789 0.01
C 0.01117 -2.75196 -3.35813 0.00
N 1.00447 -2.68165 -2.39039 0.00
C 1.14355 -1.35844 -2.01887 0.01
S 2.33555 -0.68165 -1.04576 0.01
C 1.67793 -3.93790 -1.96336 0.00
C 2.52840 -4.42340 -3.14344 0.00
C 2.56253 -3.80689 -0.72444 0.00
C 0.59378 -4.96804 -1.62276 0.00
N -1.67296 1.08195 -2.28542 0.01
C -2.25754 2.28225 -2.60812 0.00
C -3.41718 2.38566 -1.95226 0.00
N -3.57065 1.24153 -1.18427 0.01
C -2.46453 0.44807 -1.37240 0.00
S -2.14780 -1.07259 -0.66364 -0.01
C -4.80104 1.10273 -0.36487 0.00
C -5.98352 1.03313 -1.34180 0.00
C -4.89663 2.33153 0.54680 0.00
C -4.85207 -0.13543 0.52479 0.00
C 0.72098 2.29856 -0.72318 0.00
S -0.61835 2.23411 0.35118 0.00
H 4.21814 3.44409 1.87443 0.00
H 4.44475 2.82817 0.22816 0.00
H 3.43897 1.93114 1.37938 0.00
H 2.09962 4.39832 2.59335 0.00
H 1.30772 2.85612 2.21794 -0.01
H 0.64723 4.36027 1.57236 0.00
H 3.21761 5.70440 0.98488 0.00
H 1.98084 5.61773 -0.27909 0.00
H 3.64243 5.10129 -0.61634 0.00
H 3.60429 3.32058 -1.81966 0.00
H 2.15188 1.86913 -3.59393 0.00
H -0.17152 1.18017 -3.92941 0.00
H -1.24627 -1.17335 -4.20503 0.00
H -0.29288 -3.67637 -3.81178 0.00
H 3.29307 -3.68275 -3.38191 0.00
H 1.91454 -4.58933 -4.03092 0.00
H 3.01881 -5.36131 -2.87852 0.00
H 3.43782 -3.19759 -0.91404 0.00
H 2.88207 -4.81056 -0.43213 0.00
H 2.00440 -3.36920 0.09953 0.00
H -0.03566 -5.21537 -2.47893 0.00
H -0.02221 -4.56591 -0.82064 0.00
H 1.06320 -5.88694 -1.27116 0.00
H -1.77838 2.97013 -3.28254 0.00
H -4.13646 3.18246 -1.94605 0.00
H -6.05214 1.92990 -1.95902 0.00
H -6.92048 0.91578 -0.79612 0.00
H -5.85483 0.17068 -1.99742 0.00
H -5.03124 3.25627 -0.01552 0.00
H -3.98047 2.41732 1.13248 0.00
H -5.74082 2.21808 1.22648 0.00
H -4.86241 -1.04771 -0.06491 0.00
H -5.77273 -0.08608 1.11152 0.00
H -4.00945 -0.18352 1.20874 0.00
N 0.83753 0.20740 2.10004 -0.26
C 1.67052 -0.06951 3.10766 0.05
C 3.00375 -0.50782 2.88909 0.00
C 3.85067 -0.76534 3.94857 0.00
C 3.43954 -0.58604 5.26509 0.00
C 2.13540 -0.15964 5.50173 0.00
C 1.26876 0.09816 4.46102 0.00
H 3.32214 -0.67076 1.86742 0.01
H 4.85610 -1.12039 3.74553 0.00
H 4.11236 -0.79133 6.08857 0.00
H 1.78888 -0.04217 6.52321 0.00
H 0.24612 0.40493 4.64212 0.00
C -2.57469 -3.58651 1.90603 0.00
S -1.40458 -2.30195 2.43834 0.00
O -0.99828 -2.68164 3.76550 0.00
O -2.12504 -1.02031 2.36986 0.01
O -0.32605 -2.33112 1.43103 0.01
H -2.63853 -4.30509 2.71755 0.00
H -2.17614 -4.05127 1.00832 0.00
H -3.53794 -3.12868 1.69900 0.00

---

# 4
# C28H42CaN10O2

A structure of composition C28H42CaN10O2 (ωB97M-V/def2-TZVPD, the OMol25 dataset).

The geometry in XYZ format:
```
83
Properties=species:S:1:pos:R:3:mulliken_charge:R:1
Ca -0.05491 -0.01380 1.03111 2.37
C 1.11140 2.50253 3.21503 -1.28
N 0.96373 1.05728 3.33856 1.24
C -0.10868 0.76163 4.30707 -1.41
C -0.58989 -0.69215 4.26470 0.01
C -2.00216 -0.82905 3.70293 -1.52
N -2.07046 -0.05288 2.47723 0.50
C -3.19577 0.39226 2.08459 -0.96
C -3.41682 1.31608 0.98166 0.91
C -4.74539 1.53619 0.59809 -0.36
C -5.09359 2.48759 -0.34024 -1.10
C -4.07456 3.28289 -0.88177 -0.54
C -2.76074 3.10779 -0.51878 -0.51
C -2.36451 2.10156 0.40685 0.15
O -1.13136 1.94123 0.71321 -0.61
C 2.20326 0.43311 3.81311 -1.09
C 3.43914 0.60194 2.93486 -1.24
C 3.25138 0.29432 1.44899 -0.80
N 2.32850 -0.79726 1.24188 0.44
C 2.75150 -1.90205 0.77237 -0.79
C 1.94594 -3.08089 0.50514 0.89
C 2.61511 -4.17776 -0.05737 -0.72
C 1.98304 -5.37795 -0.30086 -0.97
C 0.63783 -5.49680 0.05832 -0.43
C -0.04958 -4.44767 0.61912 -0.93
C 0.55727 -3.18416 0.84266 0.19
O -0.11798 -2.20875 1.33098 -0.15
H 1.30676 2.97689 4.19024 0.33
H 0.20156 2.91789 2.78250 0.19
H 1.94084 2.73981 2.54946 0.34
H -0.93899 1.42863 4.06877 0.56
H 0.24422 1.03419 5.31507 0.53
H -0.54440 -1.14656 5.25755 0.37
H 0.07414 -1.28781 3.63350 -0.05
H -2.75016 -0.47325 4.42315 0.53
H -2.20329 -1.88056 3.47961 0.28
H -4.10848 0.12560 2.63834 0.28
H -5.51921 0.93857 1.06980 0.36
H -6.12808 2.64488 -0.61347 0.37
H -4.32418 4.06089 -1.59529 0.36
H -1.97843 3.72683 -0.93841 0.42
H 2.00467 -0.63237 3.93109 0.48
H 2.44437 0.82442 4.81754 0.43
H 4.19010 -0.07906 3.34623 0.39
H 3.85703 1.60706 3.03590 0.40
H 4.22879 0.10147 0.98231 0.66
H 2.82914 1.16905 0.94005 0.02
H 3.82095 -2.01730 0.53465 0.16
H 3.66800 -4.06746 -0.29771 0.34
H 2.51774 -6.20764 -0.74080 0.40
H 0.12226 -6.43681 -0.10191 0.40
H -1.08844 -4.55863 0.90550 0.36
N -4.29023 0.26893 -2.78510 -0.72
N -3.43394 -0.43549 -1.93860 1.18
N -3.81545 -1.47636 -1.23068 -1.08
C -2.67303 -1.80122 -0.63547 -0.35
N -1.69093 -0.95357 -0.94077 0.47
N -2.19538 -0.08934 -1.79602 -0.65
H -5.20769 -0.13297 -2.60989 0.36
H -4.31461 1.22000 -2.41050 0.31
H -2.54839 -2.61843 0.05247 0.48
C 1.36838 -1.40067 -3.97344 -0.54
C 2.49929 -0.47288 -3.53936 -1.10
N 2.09620 0.90319 -3.28094 0.26
C 2.25807 1.87001 -4.35675 -0.72
C 1.15064 1.83660 -5.40127 -1.07
C 1.39320 1.19292 -2.14596 0.61
C 0.93723 2.60756 -1.92403 -1.46
N 1.08229 0.33579 -1.24251 0.48
H 1.73250 -2.42433 -4.06391 0.37
H 0.96009 -1.09914 -4.93644 0.30
H 0.54978 -1.40198 -3.25356 -0.02
H 3.27548 -0.43993 -4.30617 0.41
H 2.98602 -0.86716 -2.64120 0.43
H 3.22466 1.67390 -4.82876 0.39
H 2.33316 2.86652 -3.92539 0.37
H 1.14179 0.89521 -5.94888 0.28
H 1.28569 2.64110 -6.12555 0.41
H 0.17136 1.95923 -4.93646 0.25
H 1.77916 3.30175 -1.89208 0.45
H 0.39033 2.64372 -0.98448 -0.14
H 0.27063 2.93296 -2.72440 0.33
H 1.40507 -0.59990 -1.47701 -0.50
```

---

# 5
79
Properties=species:S:1:pos:R:3:mulliken_charge:R:1 method="wB97M-V/def2-TZVPD" smiles="C#C[C@H](OC(=O)c1ccccc1)[C@H](Cl)[C@H](C)Cl.CC(C)=O.CC(C)=O.CC(C)=O.CC(C)=O.CC(C)=O"
C -1.85095 2.99825 4.39368 0.42
C -1.45075 1.85935 4.45794 -1.86
C -0.87466 0.47610 4.62970 0.37
O -1.52817 -0.49321 3.82631 -0.27
C -0.95714 -0.66455 2.57716 0.08
O -1.68164 -0.60827 1.61884 -0.54
C 0.50377 -0.96936 2.36280 0.11
C 1.17109 -0.66341 1.18219 -0.11
C 2.53058 -0.93175 1.05000 -0.26
C 3.27737 -1.50358 2.08174 -0.77
C 2.59910 -1.84163 3.26554 -0.52
C 1.24016 -1.57274 3.39582 -0.18
C -1.00837 0.12295 6.15466 -0.42
Cl 0.42897 -0.77091 6.77176 -0.13
C -2.35077 -0.54392 6.52077 0.24
C -2.50092 -0.45761 8.09863 -1.20
Cl -2.38763 -2.31620 6.13030 -0.19
H -2.10785 4.03622 4.49788 0.65
H 0.20548 0.57938 4.43735 0.44
H 0.64674 -0.19302 0.34334 0.51
H 3.04214 -0.66785 0.11623 0.43
H 4.35010 -1.69415 2.00768 0.42
H 3.13355 -2.28698 4.11045 0.40
H 0.75725 -1.84402 4.33726 0.48
H -0.99961 1.09927 6.66655 0.56
H -3.20382 0.00081 6.09833 0.42
H -3.40656 0.11192 8.35153 0.28
H -2.54269 -1.47227 8.52151 0.36
H -1.58673 -0.00051 8.51216 0.33
C 3.30793 -2.60373 -3.51549 -1.03
C 2.71965 -1.43218 -2.77156 1.00
O 3.36242 -0.83032 -1.93568 -0.62
C 1.30796 -1.04399 -3.10904 -0.51
H 4.32851 -2.77454 -3.17482 0.33
H 2.71904 -3.50112 -3.32043 0.10
H 3.32587 -2.39403 -4.58644 0.29
H 0.63320 -1.87758 -2.89550 0.35
H 1.24246 -0.76428 -4.16265 0.10
H 1.01571 -0.19616 -2.50513 0.01
C 2.22020 2.78453 -1.09039 -0.90
C 1.52654 2.79649 -2.42850 0.80
O 1.40470 1.78374 -3.08036 -0.42
C 0.99169 4.11881 -2.92027 -1.27
H 2.55213 1.77116 -0.86577 0.02
H 3.09106 3.44185 -1.11631 0.41
H 1.53019 3.11054 -0.30963 0.36
H 1.80852 4.83475 -3.02645 0.35
H 0.24801 4.50338 -2.22045 0.35
H 0.51947 3.97865 -3.89161 0.30
C -5.82894 4.25769 2.38446 -1.07
C -5.10941 5.02716 3.46242 0.79
O -4.27547 4.49824 4.16234 -0.53
C -5.47147 6.48160 3.63218 -1.10
H -5.47076 3.22956 2.37499 0.27
H -6.90218 4.25441 2.58206 0.34
H -5.63085 4.70783 1.41030 0.32
H -6.52896 6.57514 3.88430 0.33
H -5.25817 7.02869 2.71236 0.33
H -4.87954 6.90929 4.43976 0.29
C 2.19711 1.65430 -6.66975 -0.70
C 1.54359 0.44470 -7.29378 0.82
O 1.09594 -0.45482 -6.61866 -0.54
C 1.47198 0.40225 -8.80026 -1.21
H 2.17946 1.55535 -5.58459 -0.05
H 3.23502 1.72499 -7.00055 0.34
H 1.65190 2.55777 -6.94862 0.34
H 2.47832 0.42379 -9.22181 0.32
H 0.89507 1.25153 -9.17006 0.33
H 0.98070 -0.51783 -9.11255 0.32
C 0.10820 -7.77219 -3.55456 -1.07
C 0.84800 -7.03885 -2.46246 0.75
O 1.65786 -7.60075 -1.76329 -0.55
C 0.53307 -5.57413 -2.28133 -0.93
H 0.43074 -8.81184 -3.57281 0.30
H -0.96577 -7.74061 -3.36352 0.32
H 0.32770 -7.31899 -4.52281 0.30
H -0.52220 -5.44726 -2.03421 0.40
H 0.77219 -5.02749 -3.19567 0.20
H 1.13355 -5.17379 -1.46552 0.29

---

| no. | E (eV) |
| --- | --- |
| 1 | -95021.9285 |
| 2 | -149553.5915 |
| 3 | -118735.2470 |
| 4 | -67155.2733 |
| 5 | -69092.0801 |